73
Properties=species:S:1:pos:R:3:forces:R:3 method="wB97M-V/def2-TZVPD" total_energy_ha=-1891.10890 total_charge=+1 spin_multiplicity=2 homo_energy_ha="-0.4110 / -0.4142"
Ru -0.036 0.264 -0.135 -0.7622 -0.8748 -3.1411
C -1.567 -0.429 -1.908 -0.1849 -0.2089 0.1313
C -0.410 -1.141 -2.222 0.4212 0.6007 0.1081
C -0.138 -2.033 -1.144 0.1497 0.0636 0.5705
C -1.116 -1.851 -0.169 -0.4992 -0.4194 0.2650
C -2.013 -0.840 -0.626 -0.2660 0.2888 0.7152
H -2.092 0.252 -2.562 0.1512 0.1626 0.0599
H 0.132 -1.082 -3.153 0.1210 0.0900 0.0906
H 0.645 -2.774 -1.111 0.1335 0.1534 0.0223
H -1.238 -2.445 0.722 0.0718 0.0710 0.0556
H -2.948 -0.568 -0.163 -0.0113 -0.0074 -0.0062
O -0.238 -0.500 2.312 -0.2969 -0.6810 0.3118
C 0.487 0.299 3.225 0.3663 0.6502 -0.5768
C 1.257 1.280 2.280 0.0147 -0.1736 0.2342
O 2.334 1.734 2.582 -0.1896 0.0954 -0.2553
O 0.559 1.587 1.206 0.4686 -0.2193 0.4187
C -0.428 1.221 4.045 -0.1132 -0.2157 0.1429
C -1.812 1.146 3.943 -0.0817 -0.0884 0.0275
C -2.640 1.961 4.707 0.0290 -0.0118 -0.0377
C -2.093 2.882 5.582 0.0112 -0.0134 -0.0111
C -0.712 2.998 5.660 0.0075 0.0515 -0.0206
C 0.108 2.191 4.890 0.0462 0.0319 -0.0343
C 1.452 -0.582 4.021 -0.2666 -0.1791 0.1903
C 2.380 -0.071 4.929 -0.0079 0.0387 0.0111
C 3.166 -0.919 5.696 0.0161 0.0181 0.0022
C 3.078 -2.296 5.550 -0.0482 -0.0015 -0.0215
C 2.195 -2.817 4.618 0.0192 0.0429 -0.0391
C 1.391 -1.966 3.867 -0.0863 -0.0484 0.0207
H -1.163 -0.581 2.558 0.0448 -0.0020 0.2392
H -2.310 0.457 3.268 -0.0018 0.0014 0.0408
H -3.714 1.869 4.610 0.0103 -0.0056 0.0087
H -2.733 3.510 6.187 0.0133 -0.0033 -0.0059
H -0.265 3.731 6.318 -0.0071 0.0018 -0.0159
H 1.174 2.353 4.923 0.0086 -0.0208 0.0338
H 2.520 0.991 5.037 -0.0288 0.0180 0.0239
H 3.851 -0.492 6.418 0.0204 -0.0020 -0.0428
H 3.690 -2.954 6.154 -0.0154 0.0112 0.0057
H 2.115 -3.888 4.480 0.0014 0.0170 0.0004
H 0.692 -2.393 3.161 -0.0199 0.0052 0.0327
N 9.146 -2.084 4.591 -0.0245 -0.0074 -0.0280
C 8.282 -1.838 3.874 -0.0827 -0.0285 -0.0781
C 7.192 -1.510 2.989 0.0961 -0.0222 0.0643
C 7.452 -1.109 1.681 0.0148 0.0332 -0.0042
C 6.406 -0.736 0.857 0.0525 -0.0345 -0.0339
C 5.110 -0.759 1.350 -0.0900 0.0285 -0.0977
C 4.836 -1.183 2.639 -0.0354 -0.0032 0.0516
C 5.883 -1.569 3.456 0.0127 -0.0225 0.0220
N 4.038 -0.311 0.512 0.2376 -0.0304 0.0120
C 4.123 0.685 -0.438 0.0053 0.0125 0.0343
C 2.883 0.815 -0.959 -0.0755 -0.2759 -0.1127
N 2.038 -0.101 -0.361 0.3760 0.9318 0.4660
C 2.771 -0.744 0.536 -0.1084 -0.1453 -0.1434
H 8.469 -1.090 1.313 -0.0097 0.0191 0.0168
H 6.604 -0.440 -0.164 -0.0104 -0.0059 0.0065
H 3.824 -1.181 3.023 0.0456 0.0245 -0.0112
H 5.685 -1.900 4.466 0.0079 0.0516 -0.0134
H 5.034 1.223 -0.630 -0.0036 -0.0189 0.0305
H 2.541 1.477 -1.733 -0.0047 0.0229 0.0171
H 2.423 -1.539 1.177 -0.0192 0.0827 0.0799
N -0.730 2.160 -1.032 0.9059 -0.1468 0.6175
C -0.277 3.405 -0.442 -0.2516 0.0538 -0.1934
C 0.953 3.930 -0.791 0.0199 0.0216 -0.0570
C 1.369 5.124 -0.224 -0.0193 0.0106 -0.0070
C 0.553 5.789 0.681 0.0211 -0.0214 -0.0189
C -0.677 5.250 1.026 -0.0372 0.0171 -0.0286
C -1.096 4.054 0.462 -0.0546 0.0306 0.0636
H -1.737 2.095 -0.969 -0.0790 0.0959 -0.1517
H -0.434 2.100 -1.998 -0.1841 0.1163 -0.1289
H 1.583 3.413 -1.502 0.0103 0.0277 0.0036
H 2.331 5.537 -0.496 -0.0167 0.0035 -0.0026
H 0.871 6.732 1.105 0.0163 -0.0274 0.0320
H -1.322 5.768 1.723 0.0162 -0.0223 0.0083
H -2.061 3.633 0.726 0.0293 -0.0086 0.0299

---

8
Properties=species:S:1:pos:R:3:forces:R:3 method="wB97M-V/def2-TZVPD" total_energy_ha=-1209.73608 homo_energy_ha="-0.3355 / -0.3356"
C 2.771 -0.276 0.195 -1.6562 -2.1229 -0.9377
O -0.718 -0.102 1.161 0.7932 0.1475 0.1090
F 3.454 0.827 0.414 -0.7130 -0.5912 -0.2944
F 2.499 -0.520 -1.111 0.7617 1.2131 0.4933
F 3.392 -1.346 0.649 0.2031 0.5109 0.4465
S -0.892 -2.621 -0.017 0.9586 -0.3320 -0.5190
S 0.013 -0.976 0.245 -0.1682 2.8701 -0.4932
H 0.162 -0.121 -0.967 -0.1791 -1.6955 1.1954

---

63
Properties=species:S:1:pos:R:3:forces:R:3 method="wB97M-V/def2-TZVPD" total_energy_ha=-2195.97549 homo_energy_ha=-0.2453
P -2.350 1.428 -2.803 0.7074 0.7939 -0.0404
P 0.759 0.066 -3.518 -1.0730 0.4285 -0.5165
C -1.465 1.717 -4.384 -0.7296 0.2827 -0.4857
C -0.520 0.565 -4.782 0.1201 0.0793 -0.3983
H -0.924 2.674 -4.285 -0.1010 -0.3341 0.0041
H -2.257 1.866 -5.136 0.5136 0.0475 -0.3503
H -1.101 -0.340 -5.025 0.1448 0.2697 0.0804
H 0.050 0.847 -5.683 -0.3771 -0.1047 -0.0218
C 2.045 1.317 -3.883 0.1070 -0.2264 -0.1227
H 2.897 1.183 -3.208 -0.1378 0.0509 -0.1691
H 1.657 2.334 -3.746 0.0424 -0.2550 -0.0368
H 2.356 1.158 -4.924 0.0731 0.2982 0.1954
C 1.419 -1.407 -4.363 0.2828 0.0022 -0.2984
H 1.979 -1.063 -5.244 -0.0622 -0.4361 0.0603
H 0.592 -2.062 -4.670 0.2505 0.1551 0.0917
H 2.081 -1.965 -3.690 -0.0782 0.0939 -0.2276
C -3.064 3.011 -2.310 -0.9997 0.4622 -0.6664
H -3.300 2.984 -1.237 0.0818 -0.0247 -0.3579
H -3.985 3.191 -2.883 0.0759 0.4417 0.1946
H -2.348 3.825 -2.488 -0.1760 -0.2530 0.0273
C -3.724 0.323 -3.224 -0.5595 0.2735 -0.4722
H -3.355 -0.640 -3.606 -0.0404 0.3053 0.1195
H -4.352 0.806 -3.986 -0.1581 -0.3363 0.0608
H -4.328 0.128 -2.326 0.1523 0.0500 -0.2390
Pb 0.291 -2.691 2.188 0.1643 0.0492 0.2397
C 1.346 -0.085 -1.142 1.1761 0.3614 2.7816
C 1.719 1.175 -0.748 0.9057 -1.0289 -0.5583
C 0.692 2.242 -0.677 -0.7162 0.7776 0.8877
C -0.072 2.393 0.692 0.8792 0.2455 -0.2300
C -1.435 1.792 0.725 -0.6648 -0.3957 -0.1145
C -1.945 0.878 -0.120 0.2549 -0.5418 0.8910
C -1.168 -0.144 -0.918 0.5061 -0.5976 -0.6476
C 0.167 -0.664 -0.343 -1.0294 -0.1844 -1.2353
C -1.274 -1.756 3.534 -0.2815 -0.0190 -0.0234
H 2.068 -0.810 -1.540 0.2608 0.1859 0.8174
H 2.766 1.404 -0.508 -0.2273 0.2121 -1.0146
H -0.067 2.057 -1.461 0.1813 0.0830 0.1821
H 1.123 3.234 -0.936 0.0141 -0.6184 0.2433
H 0.548 1.983 1.514 -0.1023 0.2376 -0.2453
H -0.163 3.483 0.886 -0.1040 -0.6101 0.0759
H -2.060 2.128 1.558 -0.1567 0.3407 -0.5498
H -3.030 0.711 -0.094 0.3764 -0.0794 0.3830
H -0.927 0.252 -1.959 -0.1072 -1.1124 2.1922
H -1.827 -1.010 -1.130 0.0496 0.4381 0.2528
H 0.261 -0.400 0.734 0.1596 -0.0559 -0.5766
H 0.142 -1.764 -0.434 0.2691 0.4192 -0.0310
H -1.511 -2.504 4.310 -0.1207 0.3699 -0.2204
H -2.158 -1.527 2.918 0.1408 -0.1031 0.4382
H -0.887 -0.840 4.004 -0.1614 -0.3082 -0.1129
Cl 1.918 -4.537 3.972 0.3337 -0.1433 0.0305
C 2.122 -3.326 5.217 0.0696 0.7104 0.6704
C 2.322 -3.751 6.525 -0.2002 0.2208 0.4012
C 2.245 -2.824 7.576 0.1628 0.1246 -0.5269
C 1.957 -1.483 7.282 -0.2689 -0.3400 0.1584
C 1.739 -1.079 5.968 0.4652 -0.3381 -0.2698
C 1.953 -1.965 4.881 -0.5877 -0.1222 0.2319
C 1.882 -1.523 3.474 -0.3059 -0.1836 -0.7417
H 2.502 -4.804 6.737 -0.1270 0.2192 -0.0922
H 2.374 -3.154 8.608 0.0510 0.1080 -0.3455
H 1.882 -0.755 8.096 -0.1082 -0.2813 -0.3124
H 1.403 -0.060 5.756 0.4134 -0.2746 0.0080
H 1.560 -0.481 3.377 0.3647 -0.0843 0.0656
H 2.781 -1.739 2.882 0.0119 0.2547 0.4664

---

76
Properties=species:S:1:pos:R:3:forces:R:3 method="wB97M-V/def2-TZVPD" total_energy_ha=-2409.48761 total_charge=+1 homo_energy_ha=-0.4816
Hf -0.121 -0.225 -0.075 -1.1119 -0.5930 -0.5732
F -1.859 -0.321 -1.302 2.3481 -0.1203 1.6801
F 0.717 1.175 1.367 -0.8718 -1.4393 -1.5001
F 0.294 -2.285 -0.587 -0.4635 2.1373 0.5320
C 2.513 -3.581 1.885 -0.1596 -0.5824 -0.4446
O 1.933 -3.083 3.096 0.1646 -0.1826 -0.1218
C 1.248 -1.960 2.983 0.3881 -0.0252 0.1966
O 1.027 -1.389 1.947 -0.2484 0.1923 -0.5099
O 0.900 -1.559 4.185 0.0847 -0.0424 0.5900
C 0.227 -0.312 4.253 -1.0024 0.5750 0.2593
H 3.331 -2.957 1.525 -0.0156 0.0827 0.2438
H 1.775 -3.685 1.086 -0.0931 0.2795 0.1334
H 2.876 -4.577 2.122 0.1479 0.1163 0.1391
H -0.654 -0.348 3.612 0.2369 0.2078 -0.2893
H 0.867 0.541 4.035 0.1267 -0.2199 -0.4804
H -0.154 -0.146 5.260 0.2931 -0.5389 0.1591
C -1.256 -4.117 1.339 0.3325 -0.7221 -1.2416
O -2.519 -3.461 1.495 0.0179 -0.3585 0.5396
C -2.525 -2.151 1.555 -0.4983 -0.4120 -0.5025
O -1.571 -1.444 1.310 0.8840 0.5563 -0.2022
O -3.687 -1.655 1.883 -0.1004 0.5269 0.2038
C -4.722 -2.505 2.407 -0.3012 -0.2481 -0.1179
H -0.502 -3.767 2.035 -0.1346 0.1367 0.0871
H -0.923 -4.008 0.306 0.1965 0.5222 0.2060
H -1.416 -5.189 1.430 -0.3378 0.1290 0.5665
H -5.286 -2.989 1.610 0.2424 0.0227 -0.1664
H -5.409 -1.856 2.940 0.1765 0.0905 0.1180
H -4.297 -3.266 3.053 -0.0464 0.0505 0.1286
C 3.256 -2.380 -1.813 -0.4006 -0.9683 -0.1141
O 4.054 -1.677 -0.861 0.2177 -0.3009 -0.0958
C 3.458 -0.784 -0.116 -0.2618 0.7806 -0.3891
O 2.294 -0.464 -0.205 -1.0562 0.2025 -0.2136
O 4.322 -0.202 0.668 0.7578 -0.2804 0.6529
C 3.818 0.723 1.643 0.1337 0.3671 0.1053
H 2.731 -1.742 -2.520 0.3625 0.2969 0.0665
H 2.486 -2.995 -1.341 0.0742 0.2673 0.2836
H 3.946 -3.057 -2.308 0.0579 0.2290 -0.1783
H 4.663 1.080 2.226 0.2343 -0.1849 -0.2554
H 3.136 0.232 2.333 -0.3121 0.0694 -0.2997
H 3.373 1.569 1.126 -0.3580 -0.1211 0.1791
C 1.106 4.137 -0.318 -0.0015 -0.1115 0.5004
O 0.343 4.008 -1.525 0.1378 0.4656 -0.1892
C -0.231 2.849 -1.762 0.0080 0.4139 -0.3410
O -0.206 1.922 -0.993 0.1651 -0.8066 0.8866
O -0.859 2.779 -2.905 -0.2802 -0.4890 -0.1923
C -0.784 3.821 -3.870 0.4503 0.6990 -0.6048
H 1.435 5.169 -0.253 -0.0552 0.0495 -0.2501
H 1.966 3.472 -0.331 -0.0602 -0.0835 -0.0626
H 0.486 3.906 0.546 0.0084 -0.1438 -0.0462
H -1.629 4.503 -3.809 -0.0791 -0.1225 0.2806
H -0.778 3.377 -4.862 -0.1593 -0.3227 0.1531
H 0.140 4.388 -3.777 -0.0401 0.0083 0.1488
C -0.097 -2.343 -3.701 -1.0408 -1.3618 0.1511
O 0.570 -1.233 -4.300 0.1868 -0.2757 -0.1260
C 0.895 -0.222 -3.532 -0.8421 0.2961 -0.9754
O 0.632 -0.111 -2.367 0.2510 -0.0866 1.6067
O 1.466 0.765 -4.187 0.3059 0.6726 -0.0347
C 1.653 0.679 -5.615 0.1733 -0.9722 0.1073
H 0.253 -3.257 -4.179 0.4464 0.2182 -0.0105
H -1.168 -2.341 -3.916 0.0824 0.6131 -0.1036
H -0.006 -2.423 -2.619 0.4021 0.3605 -0.0791
H 2.307 1.490 -5.905 -0.0861 0.1586 0.1182
H 0.703 0.692 -6.145 -0.0644 0.2234 0.1180
H 2.130 -0.279 -5.820 0.1101 0.1415 -0.2441
C -1.357 2.687 3.184 0.2422 -0.9247 0.7445
O -2.363 2.998 2.225 -0.1426 0.1562 0.3747
C -2.530 2.163 1.212 0.1425 0.6125 -0.3116
O -1.939 1.133 1.036 0.4794 -0.5584 0.1479
O -3.384 2.609 0.319 -0.4688 -0.4506 -0.3487
C -4.256 3.707 0.537 -0.5464 1.0521 -0.0752
H -1.188 1.614 3.242 0.0736 0.0353 -0.5018
H -1.703 2.936 4.186 -0.1894 0.6252 -0.2559
H -0.418 3.172 2.937 -0.0544 0.1138 -0.0518
H -3.944 4.360 1.348 0.2182 -0.0759 -0.0724
H -5.293 3.422 0.726 0.2462 -0.6272 0.1306
H -4.298 4.269 -0.396 0.2765 -0.0012 0.0342